Formula: C18H35O4S
Source: the OMol25 dataset
Level of theory: the ωB97M-V functional and the def2-TZVPD basis

XYZ file:
```
58
Properties=species:S:1:pos:R:3:lowdin_charge:R:1
C 2.366 -2.479 0.033 -0.05
C 2.943 -1.579 -1.033 -0.34
C 4.431 -1.661 -1.237 -0.09
C 2.191 -0.752 -1.749 -0.08
C 0.699 -0.612 -1.670 -0.18
C 0.240 0.838 -1.866 -0.17
C 0.188 1.685 -0.589 -0.37
C 0.180 3.187 -0.953 -0.08
C -1.008 1.393 0.329 -0.18
C -1.049 0.091 1.158 -0.31
C -2.183 -0.872 0.831 -0.69
S -3.615 -0.513 1.850 0.66
C -1.783 -2.297 1.143 -0.30
O -0.828 -2.883 0.201 -0.17
C -1.344 -3.738 -0.781 -0.28
O -2.543 -3.324 -1.349 -0.10
C -2.370 -2.180 -2.177 -0.22
C -3.708 -1.670 -2.633 -0.24
O -4.267 -0.756 -1.705 -0.10
H 1.630 -3.180 -0.359 0.07
H 3.155 -3.050 0.525 0.07
H 1.839 -1.898 0.793 0.08
H 4.753 -1.076 -2.098 0.07
H 4.736 -2.702 -1.388 0.07
H 4.976 -1.312 -0.355 0.07
H 2.694 -0.112 -2.474 0.10
H 0.249 -1.252 -2.437 0.10
H 0.327 -1.005 -0.723 0.07
H -0.746 0.866 -2.343 0.12
H 0.944 1.322 -2.552 0.10
H 1.109 1.501 -0.022 0.13
H -0.732 3.668 -0.592 0.07
H 1.033 3.698 -0.509 0.05
H 0.205 3.358 -2.033 0.06
H -1.921 1.432 -0.278 0.11
H -1.066 2.238 1.024 0.09
H -1.124 0.414 2.215 0.07
H -0.089 -0.436 1.087 0.08
H -4.532 -0.139 0.942 -0.19
H -1.249 -2.415 2.109 0.11
H -2.669 -2.932 1.191 0.09
H -1.560 -4.735 -0.373 0.13
H -0.551 -3.811 -1.541 0.13
H -1.705 -2.414 -3.021 0.12
H -1.913 -1.403 -1.545 0.09
H -4.423 -2.493 -2.723 0.12
H -3.586 -1.212 -3.624 0.11
H -3.543 -0.457 -1.124 0.03
C 1.057 2.573 3.638 -0.02
C 1.726 3.673 2.849 -0.49
O 2.095 3.497 1.713 0.07
C 1.892 5.006 3.543 -0.03
H 0.981 1.676 3.029 0.07
H 1.626 2.363 4.547 0.08
H 0.056 2.886 3.941 0.09
H 2.490 4.885 4.449 0.08
H 0.917 5.392 3.844 0.08
H 2.377 5.712 2.873 0.08
```

Calculated values
Net charge: -1
HOMO in eV: -2.51
Kohn-Sham gap in Ha: 0.19068